73
Properties=species:S:1:pos:R:3:forces:R:3 method="wB97M-V/def2-TZVPD" e_lumo_ev="-1.29 / -1.28" homo_energy_ev="-6.12 / -6.13" relative_energy_kcal_mol=31.2 charge=0 multiplicity=1 gap_ev="4.834 / 4.842"
Sr 0.428 0.444 -2.426 -0.10 -0.08 -3.30
C 0.978 6.799 0.119 -0.09 0.02 0.00
C -0.423 6.795 0.061 0.07 0.00 0.00
C -1.118 5.667 -0.350 -0.13 0.06 0.01
C -0.377 4.555 -0.718 -0.18 -0.09 -0.07
C -0.766 3.203 -1.147 -0.49 -0.21 0.04
N 0.365 2.480 -1.391 0.08 0.96 0.81
C 1.453 3.210 -1.051 0.25 -0.28 0.16
N 2.719 2.790 -0.918 -0.18 -0.20 -0.02
C 3.138 1.520 -0.971 -0.28 0.31 0.12
C 4.448 1.098 -0.446 -0.10 0.26 -0.09
C 5.517 1.812 0.074 0.05 0.13 0.01
C 6.604 1.092 0.547 -0.03 -0.05 -0.01
C 6.611 -0.308 0.515 -0.05 0.05 -0.02
C 5.531 -1.018 0.011 0.03 -0.08 0.00
C 4.454 -0.291 -0.475 -0.11 -0.23 -0.11
C 3.146 -0.698 -1.016 -0.18 -0.48 0.12
N 2.734 -1.962 -1.021 -0.12 0.28 -0.06
C 1.467 -2.388 -1.193 0.11 0.15 0.07
N 0.371 -1.649 -1.473 0.09 -0.86 0.76
C -0.753 -2.401 -1.289 -0.36 0.09 0.07
N -2.020 -1.987 -1.273 0.24 0.22 -0.07
C -2.433 -0.717 -1.338 0.05 -0.32 0.08
N -1.672 0.403 -1.491 -0.86 0.10 0.68
C -2.433 1.506 -1.301 0.10 0.09 0.09
N -2.024 2.782 -1.169 0.28 -0.10 -0.05
C -3.820 1.086 -1.084 0.16 0.24 -0.05
C -4.981 1.800 -0.817 -0.19 0.15 0.04
C -6.141 1.080 -0.576 0.05 -0.07 -0.01
C -6.138 -0.327 -0.594 0.06 0.09 0.00
C -4.976 -1.037 -0.854 -0.15 -0.11 0.03
C -3.817 -0.310 -1.103 0.17 -0.20 -0.05
C -0.350 -3.765 -0.948 -0.21 0.17 -0.08
C -1.078 -4.907 -0.634 -0.14 -0.10 0.02
C -0.372 -6.041 -0.269 0.04 0.03 0.00
C 1.033 -6.032 -0.208 -0.07 0.02 -0.01
C 1.753 -4.889 -0.510 0.09 -0.16 0.00
C 1.043 -3.758 -0.889 0.27 0.14 -0.14
N 2.441 0.420 -1.352 1.12 0.09 0.88
C 1.013 4.560 -0.660 0.23 -0.11 -0.05
C 1.712 5.676 -0.233 0.10 0.10 0.03
H 1.493 7.693 0.454 -0.04 -0.05 -0.02
H -0.970 7.686 0.349 0.06 -0.07 -0.02
H -2.204 5.648 -0.381 0.17 -0.01 0.00
H 5.494 2.897 0.109 -0.01 -0.12 0.00
H 7.458 1.618 0.956 -0.02 -0.02 -0.02
H 7.472 -0.843 0.899 -0.02 0.02 -0.01
H 5.520 -2.103 -0.004 -0.01 0.12 0.01
H -4.971 2.887 -0.793 0.01 -0.20 0.00
H -7.065 1.607 -0.367 0.06 -0.05 -0.01
H -7.061 -0.863 -0.398 0.05 0.05 -0.02
H -4.963 -2.124 -0.865 0.01 0.18 0.01
H -2.165 -4.897 -0.669 0.20 0.01 0.00
H -0.908 -6.952 -0.026 0.05 0.05 -0.01
H 1.556 -6.934 0.085 -0.02 0.02 -0.01
H 2.835 -4.867 -0.450 -0.06 0.00 0.00
H 2.794 5.662 -0.174 -0.07 0.00 0.00
C 1.037 -2.665 2.092 -0.24 0.01 0.13
N -0.322 -2.147 2.022 0.17 -0.31 0.34
C -1.485 -2.896 2.216 0.62 0.05 -0.21
C -2.510 -2.033 2.197 -0.09 0.63 -0.11
N -1.963 -0.762 2.007 -0.37 0.13 0.20
C -2.707 0.489 2.019 0.02 -0.27 0.08
C -0.607 -0.822 1.940 -0.49 -0.49 -0.37
Se 0.562 0.572 1.701 0.00 -0.06 0.14
H 0.993 -3.748 2.015 0.01 -0.04 -0.01
H 1.503 -2.372 3.031 0.00 0.02 0.08
H 1.631 -2.262 1.280 0.03 0.06 0.00
H -1.470 -3.975 2.286 0.06 0.22 0.01
H -3.578 -2.198 2.267 0.27 0.11 -0.02
H -3.750 0.280 1.794 -0.04 -0.02 -0.02
H -2.295 1.161 1.276 0.08 0.05 -0.09
H -2.621 0.969 2.991 0.00 0.03 0.10

---

77
Properties=species:S:1:pos:R:3:forces:R:3 method="wB97M-V/def2-TZVPD" e_lumo_ev=-0.99 homo_energy_ev=-7.40 relative_energy_kcal_mol=0.1 charge=0 multiplicity=1 gap_ev=6.412
Co -0.054 -0.062 0.030 -0.03 0.02 0.01
S 3.271 1.615 5.918 -0.01 0.00 0.00
C 2.230 1.732 7.268 0.00 0.00 0.00
C 0.986 1.256 6.989 0.01 0.00 0.00
C 0.872 0.782 5.656 0.00 0.00 0.00
C 2.035 0.907 4.950 0.00 0.00 0.02
C 2.279 0.514 3.560 0.06 -0.02 -0.03
C 1.193 0.498 2.656 0.00 -0.02 0.02
N 1.324 0.125 1.406 0.06 -0.02 -0.05
C 2.554 -0.196 0.941 -0.03 0.01 -0.01
C 3.692 -0.197 1.740 0.00 0.01 -0.01
C 4.946 -0.554 1.133 0.00 -0.02 -0.03
C 5.025 -0.863 -0.182 -0.01 0.02 0.03
C 3.859 -0.837 -1.024 -0.01 0.01 0.02
C 3.855 -1.131 -2.396 -0.05 -0.02 -0.03
C 2.678 -1.065 -3.113 0.06 0.00 0.05
C 1.499 -0.709 -2.423 0.01 0.02 0.01
N 1.482 -0.448 -1.138 0.06 0.01 0.04
C 2.639 -0.508 -0.443 -0.03 0.02 -0.01
C 2.618 -1.352 -4.549 0.01 -0.01 -0.02
C 3.649 -1.353 -5.449 0.00 0.01 0.01
C 3.235 -1.680 -6.764 -0.01 0.00 0.00
C 1.897 -1.918 -6.840 0.00 0.00 0.00
S 1.132 -1.751 -5.325 0.01 -0.02 0.01
C 3.524 0.151 3.090 -0.05 0.01 0.02
H 2.590 2.152 8.192 0.00 0.00 0.00
H 0.179 1.239 7.706 0.00 0.00 0.00
H -0.025 0.337 5.249 0.00 0.00 -0.01
H 0.206 0.805 2.969 0.00 0.01 -0.01
H 5.833 -0.570 1.754 0.00 0.00 0.00
H 5.976 -1.128 -0.625 0.00 0.00 0.00
H 4.778 -1.423 -2.881 0.00 0.00 -0.01
H 0.553 -0.640 -2.939 0.01 0.00 -0.01
H 4.668 -1.106 -5.189 0.00 0.01 0.01
H 3.900 -1.726 -7.614 0.00 0.00 0.00
H 1.318 -2.182 -7.710 0.00 0.00 0.00
H 4.377 0.130 3.759 0.00 0.00 0.00
O -2.963 0.278 2.780 -0.07 0.01 -0.02
C -1.990 -0.213 2.228 0.09 0.02 0.07
O -1.436 0.360 1.203 -0.06 -0.04 0.02
C -1.339 -1.434 2.831 0.00 -0.04 -0.04
C -1.590 -1.665 4.183 -0.01 0.01 0.00
C -1.008 -2.725 4.854 -0.01 0.00 0.01
C -0.165 -3.584 4.160 0.00 -0.01 0.00
C 0.079 -3.378 2.814 0.00 0.02 -0.02
C -0.506 -2.310 2.126 0.02 0.00 0.02
S -0.240 -2.226 0.389 -0.03 0.03 0.00
H -2.269 -0.986 4.683 0.00 0.00 0.01
H -1.211 -2.884 5.905 0.00 0.00 0.00
H 0.303 -4.418 4.668 0.00 0.00 0.00
H 0.730 -4.050 2.268 0.00 0.00 0.00
N -5.898 4.896 -0.741 -0.01 0.01 0.00
C -4.763 4.135 -0.966 0.01 0.00 0.00
C -4.239 3.331 0.050 0.00 0.00 -0.01
C -3.084 2.605 -0.152 -0.02 -0.01 0.00
C -2.441 2.680 -1.383 0.01 0.00 -0.01
C -2.949 3.468 -2.407 0.00 0.00 0.00
C -4.102 4.197 -2.197 0.00 0.00 0.01
S -0.998 1.742 -1.676 -0.03 0.01 0.04
O -0.480 2.106 -2.964 0.00 0.00 0.01
O -0.083 1.909 -0.516 0.06 -0.01 -0.04
N -1.247 0.167 -1.497 0.04 0.02 -0.05
C -1.936 -0.573 -2.427 -0.06 -0.03 0.04
N -1.583 -1.858 -2.540 0.01 0.00 0.01
C -2.277 -2.582 -3.409 0.01 0.01 -0.01
C -3.286 -2.051 -4.193 -0.01 0.00 0.01
C -3.530 -0.697 -4.026 0.01 -0.01 -0.02
N -2.876 0.049 -3.149 0.02 0.01 0.00
H -6.491 4.591 0.013 0.00 0.00 0.00
H -6.409 5.186 -1.558 0.00 0.00 0.00
H -4.745 3.271 1.006 0.00 0.00 0.00
H -2.692 1.967 0.631 0.00 0.01 0.00
H -2.440 3.496 -3.360 0.00 0.00 0.00
H -4.502 4.819 -2.989 0.00 0.00 0.00
H -1.995 -3.627 -3.488 0.00 0.00 0.00
H -3.839 -2.650 -4.900 0.00 0.00 0.00
H -4.284 -0.186 -4.617 0.00 0.00 0.00

---

84
Properties=species:S:1:pos:R:3:forces:R:3 method="wB97M-V/def2-TZVPD" e_lumo_ev="3.66 / 3.66" homo_energy_ev="-1.79 / -1.79" charge=-2 multiplicity=1 gap_ev="5.459 / 5.458"
Fe -0.048 -0.714 -1.677 -0.42 -0.12 0.05
N -3.059 2.206 -1.525 -0.02 0.02 0.10
C -1.753 1.971 -1.333 0.05 -0.11 -0.04
N -1.484 0.743 -1.751 -0.02 0.28 0.18
C -2.708 0.270 -2.137 0.10 0.06 -0.09
N -3.690 1.131 -2.029 -0.07 -0.04 -0.02
C -2.803 -1.132 -2.506 0.04 -0.02 0.05
C -3.927 -1.759 -3.016 -0.01 -0.06 0.01
N -3.944 -3.062 -3.274 0.04 0.02 0.02
C -2.824 -3.728 -3.000 -0.03 0.01 0.00
C -1.691 -3.112 -2.494 0.08 0.07 0.05
N -1.676 -1.803 -2.245 0.20 -0.10 -0.06
H -3.586 3.018 -1.258 0.02 0.03 -0.01
H -1.090 2.680 -0.847 0.17 -0.21 -0.20
H -4.828 -1.189 -3.204 -0.01 0.01 -0.01
H -2.820 -4.796 -3.176 -0.01 -0.02 0.00
H -0.788 -3.662 -2.268 0.00 -0.02 -0.03
C 4.500 2.994 2.452 -0.04 0.02 0.01
C 4.469 4.402 1.870 -0.02 0.04 0.00
C 3.611 5.340 2.714 0.01 -0.01 0.00
C 4.052 4.422 0.400 0.03 0.01 -0.03
N 2.620 4.269 0.176 0.05 0.01 0.05
C 1.782 3.254 0.407 0.01 -0.17 -0.15
N 0.603 3.573 -0.070 -0.02 0.27 0.13
N 0.736 4.813 -0.591 -0.03 -0.01 0.03
N 1.935 5.237 -0.450 -0.02 0.03 0.01
H 4.914 3.010 3.462 0.01 -0.02 0.01
H 5.103 2.324 1.837 0.01 -0.01 -0.01
H 3.500 2.563 2.521 0.03 0.06 0.00
H 5.495 4.788 1.866 0.01 0.00 0.00
H 2.595 4.952 2.815 -0.01 0.00 -0.01
H 3.545 6.335 2.269 0.01 0.01 0.00
H 4.027 5.439 3.717 0.00 0.00 0.01
H 4.560 3.638 -0.162 -0.01 -0.01 0.01
H 4.292 5.385 -0.046 -0.01 -0.01 -0.02
H 2.043 2.311 0.861 -0.02 -0.01 0.05
F -3.084 -1.695 0.364 0.00 -0.01 0.00
C -3.099 -2.549 1.412 0.00 0.02 -0.01
C -4.114 -2.381 2.332 -0.02 0.00 0.00
F -4.979 -1.370 2.105 0.00 -0.01 0.00
C -4.296 -3.214 3.446 -0.01 0.01 0.02
C -3.325 -4.225 3.524 0.00 0.00 0.00
C -2.302 -4.372 2.610 0.01 -0.01 0.01
F -1.420 -5.368 2.821 0.00 0.00 0.00
C -2.133 -3.544 1.506 -0.01 0.00 0.01
C -1.022 -3.702 0.543 -0.10 0.02 -0.13
C -0.261 -2.640 0.130 -0.01 -0.11 -0.06
N 0.807 -2.331 -0.605 0.00 0.24 -0.16
C -0.760 -4.962 -0.053 0.17 -0.02 0.26
N -0.517 -5.974 -0.561 -0.10 0.01 -0.14
F -3.358 -5.100 4.550 0.00 0.00 0.00
C -5.368 -3.052 4.404 -0.01 -0.01 -0.02
C -6.299 -1.989 4.354 0.04 -0.03 0.00
N -7.093 -1.145 4.380 -0.02 0.02 0.00
C -5.593 -3.943 5.478 0.04 0.04 -0.02
N -5.838 -4.628 6.381 -0.02 -0.03 0.01
C 0.008 -1.249 0.168 0.01 -0.03 0.15
C 0.550 -0.532 1.338 -0.01 0.00 -0.05
C -0.292 0.275 2.105 0.01 0.01 0.00
C 0.205 1.011 3.170 0.02 -0.01 0.00
C 1.558 0.960 3.486 -0.03 -0.02 0.01
C 2.404 0.158 2.726 -0.02 -0.04 0.01
C 1.906 -0.579 1.661 0.01 0.01 0.00
H -1.347 0.316 1.855 0.00 0.00 0.00
H -0.467 1.623 3.760 0.00 0.01 0.01
H 1.947 1.531 4.320 0.00 0.01 0.01
H 3.460 0.106 2.966 0.01 0.00 0.00
H 2.554 -1.204 1.058 0.00 -0.01 -0.01
N 4.830 2.688 -3.291 0.01 0.00 -0.02
C 4.271 2.158 -2.422 -0.03 0.01 0.03
N 3.735 1.618 -1.345 -0.09 -0.07 0.13
C 2.599 0.979 -1.429 0.02 -0.14 -0.22
N 1.595 0.398 -1.404 0.01 0.28 -0.01
C 1.630 -0.769 -6.200 -0.01 0.00 0.02
C 1.877 -1.799 -5.307 0.00 0.02 -0.01
C 1.315 -1.737 -4.043 0.00 -0.02 0.01
N 0.539 -0.722 -3.651 0.01 -0.11 0.08
C 0.307 0.269 -4.511 0.02 -0.01 -0.01
C 0.830 0.286 -5.793 0.00 -0.01 0.01
H 2.063 -0.782 -7.192 0.00 0.00 -0.01
H 2.506 -2.637 -5.571 0.01 -0.01 0.00
H 1.493 -2.498 -3.293 0.00 -0.01 0.02
H -0.307 1.080 -4.140 -0.01 0.01 0.00
H 0.620 1.120 -6.448 0.00 0.01 -0.01